1.
Below is a structure of composition C12H28CsFO6 at a distorted geometry, with properties calculated with wB97M-V/def2-TZVPD.

Element x y z (Å)
Cs1 -0.717 0.018 1.311
F1 0.685 -2.116 0.187
O1 -2.026 2.760 0.212
O2 1.351 1.457 -1.844
O3 2.435 1.294 1.091
O4 -2.217 0.347 -1.446
O5 1.878 -1.096 3.432
O6 -2.314 -2.337 -0.080
C1 2.951 0.767 -0.117
C2 -2.921 1.583 -1.666
C3 -2.267 -2.083 -1.455
C4 -3.082 -0.741 -1.608
C5 -1.374 3.864 0.855
C6 3.022 0.686 2.215
C7 2.724 -0.799 2.250
C8 -2.017 2.680 -1.245
C9 1.281 -2.421 3.352
C10 -1.796 -3.678 0.223
C11 2.678 1.561 -1.338
C12 0.973 0.140 -2.256
H1 -1.021 2.442 -1.568
H2 3.981 0.758 0.029
H3 -2.781 -2.884 -2.034
H4 -3.810 -0.860 -0.787
H5 -0.763 -3.841 -0.024
H6 3.306 1.154 -2.111
H7 0.679 -0.454 -1.389
H8 -3.527 -0.854 -2.607
H9 0.400 -2.410 3.955
H10 -1.978 4.763 0.833
H11 -0.379 3.992 0.374
H12 -2.447 -4.288 -0.385
H13 -1.287 -2.098 -1.941
H14 2.567 -0.294 -0.247
H15 -0.004 0.202 -2.823
H16 -2.356 3.655 -1.624
H17 2.591 1.319 3.079
H18 -3.901 1.587 -1.176
H19 -1.897 -3.742 1.331
H20 4.106 0.773 2.088
H21 3.670 -1.374 2.421
H22 -1.246 3.539 1.826
H23 1.749 -0.357 -2.888
H24 2.105 -3.116 3.716
H25 -3.039 1.656 -2.735
H26 2.190 -1.070 1.383
H27 1.044 -2.706 2.303
H28 2.802 2.620 -1.068

Summary:
- HOMO: -8.8 eV
- E: -28445.1187 eV
- Strongest force on any atom: 3.6 eV/A
- Frontier orbital gap: 8.9 eV

These are the Löwdin partial charges, in e, on atoms 1 to 5: 1.16 -0.69 -0.29 -0.21 -0.19



2.
Below is a structure of composition C27H35F5IrN3O5PTe at a distorted geometry, with properties calculated with wB97M-V/def2-TZVPD.

Element x y z (Å)
Ir1 0.773 -0.516 -0.352
Te1 -4.625 -1.246 1.712
P1 -3.019 0.558 1.649
F1 -1.631 -2.546 -2.207
F2 -2.830 -2.926 -0.467
F3 -1.103 -2.236 1.212
F4 -2.475 -0.903 -1.129
F5 -0.047 -3.306 -0.299
O1 2.526 0.924 -1.000
O2 -2.895 1.243 3.095
O3 -1.718 0.081 1.156
O4 -3.487 1.797 0.773
O5 0.729 -1.215 -2.337
N1 -0.120 1.266 -0.879
N2 2.428 -1.985 -0.323
N3 1.477 0.314 1.821
C1 1.725 -3.381 -2.195
C2 0.110 2.404 1.355
C3 1.363 1.789 1.914
C4 0.345 -2.766 -4.052
C5 -5.835 2.314 1.293
C6 3.588 2.225 -4.171
C7 0.928 -2.416 -2.816
C8 -4.407 2.814 1.202
C9 -3.526 0.802 4.307
C10 2.354 2.393 -4.860
C11 1.197 2.085 -4.221
C12 0.448 -4.038 -4.558
C13 0.082 2.514 -0.149
C14 0.008 1.333 -2.212
C15 -3.066 1.712 5.423
C16 -1.891 -2.096 -0.983
C17 3.258 -1.436 1.934
C18 2.446 1.432 -2.167
C19 1.202 -5.019 -3.894
C20 -0.622 -2.081 -0.067
C21 2.514 -3.028 -1.064
C22 2.889 0.012 2.090
C23 3.636 1.764 -2.892
C24 0.640 -0.318 2.858
C25 1.195 1.650 -2.865
C26 3.598 -1.765 0.510
C27 1.859 -4.667 -2.744
H1 -0.049 -4.286 -5.488
H2 4.584 1.614 -2.389
H3 2.346 2.759 -5.877
H4 3.493 0.603 1.401
H5 -3.600 1.465 6.341
H6 1.067 -0.126 3.852
H7 0.563 -1.389 2.696
H8 0.038 3.423 1.745
H9 0.986 3.033 -0.506
H10 -0.361 0.085 2.812
H11 4.136 -1.638 2.552
H12 -3.251 -0.233 4.513
H13 -0.863 1.071 -2.825
H14 -0.769 3.156 -0.400
H15 1.452 2.067 2.973
H16 -4.074 3.214 2.160
H17 2.457 -2.090 2.284
H18 4.251 -2.641 0.488
H19 1.264 -6.027 -4.282
H20 0.241 2.211 -4.717
H21 -4.613 0.850 4.198
H22 -5.910 1.492 2.010
H23 -3.258 2.754 5.166
H24 -1.996 1.595 5.594
H25 -6.176 1.952 0.323
H26 4.155 -0.934 0.065
H27 4.511 2.466 -4.684
H28 -0.246 -2.011 -4.557
H29 3.341 -3.716 -0.869
H30 3.124 0.341 3.112
H31 -0.760 1.857 1.691
H32 -6.491 3.120 1.622
H33 2.493 -5.386 -2.237
H34 2.214 2.216 1.381
H35 -4.317 3.596 0.451

Summary:
- HOMO (spin up / spin down): -6.9 / -6.9 eV
- Expectation value of S²: 0.75
- E: -76282.6961 eV
- Spin multiplicity: 2
- Strongest force on any atom: 4.0 eV/A
- ΔE to the lowest compared entry with this formula, charge and spin: 61.18 kcal per mole
- Frontier orbital gap (spin up / spin down): 6.7 / 4.6 eV

These are the Löwdin partial charges, in e, on atoms 1 to 5: 1.44 0.80 0.15 0.16 0.07



3.
Below is a cluster of 7 separate species, C40H75BNO13P in total at a distorted geometry, with properties calculated with wB97M-V/def2-TZVPD.

Element x y z (Å)
P1 -1.475 -2.742 0.013
O1 0.850 -8.543 -2.531
O2 1.514 3.116 3.084
O3 -2.512 -3.491 -0.728
O4 -4.316 3.893 9.118
O5 -3.949 5.644 4.090
O6 6.449 3.905 -2.433
O7 4.185 -2.191 -1.341
O8 -0.848 3.529 4.855
O9 5.196 5.766 -3.286
O10 -1.839 -2.514 1.567
O11 4.530 1.292 -4.530
O12 -1.350 -1.246 -0.593
O13 -0.022 -6.076 -4.796
N1 2.746 5.093 -0.429
C1 -3.025 -1.686 1.664
C2 0.102 -3.675 -0.159
C3 1.636 -3.523 -2.317
C4 1.545 1.520 4.892
C5 -0.723 3.984 6.205
C6 -5.913 4.649 3.085
C7 -1.856 -6.566 -3.330
C8 -5.034 4.742 4.319
C9 0.197 -8.390 -1.269
C10 1.247 -1.142 -7.932
C11 -0.986 0.146 -2.561
C12 3.806 2.514 -1.827
C13 -1.441 -6.016 -4.672
C14 -3.708 3.346 10.286
C15 3.869 3.641 -2.842
C16 1.203 -2.902 -0.938
C17 -1.440 -1.219 -2.027
C18 3.798 0.791 -3.699
C19 1.859 -2.384 -3.306
C20 1.440 4.459 -0.623
C21 2.752 -1.353 -3.084
C22 3.776 1.186 -2.234
C23 -4.725 2.605 11.133
C24 2.121 2.806 4.331
C25 3.618 -1.239 -1.848
C26 3.775 4.177 0.108
C27 1.105 -2.355 -4.471
C28 -2.090 4.216 6.812
C29 -0.695 -2.434 -6.833
C30 -2.039 -1.987 -6.199
C31 3.746 2.768 -0.454
C32 2.090 -0.322 -5.175
C33 3.662 0.411 0.048
C34 1.188 -1.361 -5.415
C35 0.344 -1.288 -6.679
C36 3.694 1.730 0.444
C37 -2.720 -0.232 2.056
C38 3.698 0.166 -1.295
C39 2.838 -0.335 -4.034
C40 1.208 -8.382 -0.138
B1 5.241 4.442 -2.826
H1 -0.869 -2.542 -7.912
H2 3.606 -0.399 0.769
H3 -2.806 0.465 1.217
H4 -2.011 4.557 7.844
H5 -3.619 -1.674 0.744
H6 0.384 -3.156 -4.631
H7 -5.609 5.093 5.182
H8 6.754 4.253 -1.589
H9 -2.282 -0.956 -6.476
H10 -5.005 4.500 9.405
H11 -0.133 4.906 6.215
H12 3.765 4.190 1.208
H13 1.702 0.694 4.196
H14 -0.802 0.041 -3.636
H15 -0.804 -1.975 -2.509
H16 2.099 -2.905 -0.310
H17 0.248 -6.998 -4.713
H18 -0.355 -3.395 -6.439
H19 0.738 5.261 -0.895
H20 -2.640 4.964 6.236
H21 4.756 4.602 -0.181
H22 -1.904 -6.582 -5.488
H23 -5.527 3.277 11.450
H24 -1.539 -7.605 -3.224
H25 -4.329 6.504 3.886
H26 0.565 3.218 3.245
H27 -2.680 3.299 6.791
H28 1.663 -0.125 -7.938
H29 0.964 -1.848 -1.110
H30 1.776 -9.316 -0.119
H31 2.109 -1.818 -7.886
H32 -1.941 -2.022 -5.106
H33 2.219 0.519 -5.853
H34 -4.258 2.178 12.022
H35 -3.655 -2.145 2.434
H36 2.009 1.266 5.848
H37 3.678 1.976 1.504
H38 -1.736 -4.970 -4.772
H39 1.328 -9.378 -2.513
H40 2.675 5.871 0.214
H41 -0.522 -9.206 -1.143
H42 0.684 -1.242 -8.865
H43 -1.707 0.939 -2.347
H44 -5.330 4.309 2.228
H45 -1.380 -5.999 -2.529
H46 3.194 2.704 4.163
H47 -0.038 0.374 -2.053
H48 -3.247 4.158 10.859
H49 1.453 3.785 -1.484
H50 0.469 -3.789 0.874
H51 -6.741 3.957 3.245
H52 -1.323 4.210 4.363
H53 -0.075 -4.682 -0.539
H54 -5.187 1.802 10.558
H55 -0.178 3.221 6.762
H56 1.028 3.980 0.278
H57 -2.939 -6.514 -3.200
H58 3.606 3.311 -3.852
H59 -2.854 -2.626 -6.554
H60 0.920 -4.250 -2.718
H61 1.926 -7.572 -0.276
H62 2.602 -4.031 -2.222
H63 0.715 -8.255 0.827
H64 4.644 6.243 -2.648
H65 -1.741 -0.144 2.540
H66 -0.350 -7.453 -1.297
H67 -2.921 2.669 9.955
H68 0.470 1.615 5.037
H69 -4.610 3.769 4.563
H70 -3.457 0.113 2.796
H71 -2.465 -1.443 -2.345
H72 3.089 4.363 -2.567
H73 -0.231 -0.352 -6.623
H74 1.959 3.642 5.021
H75 -6.321 5.629 2.828

Summary:
- HOMO: -8.9 eV
- E: -80772.6514 eV
- Strongest force on any atom: 1.9 eV/A
- SMILES: CCOP(=O)(CCCc1cc([C@@H](C)CC)cc2c1C(=O)c1ccc(CNC)c(CB(O)O)c1C2=O)OCC.CCO.CCO.CCO.CCO.CCO.CCO
- Frontier orbital gap: 8.9 eV

These are the Löwdin partial charges, in e, on atoms 1 to 5: 0.53 -0.09 -0.11 -0.29 -0.10